Entry 1:
Entry from OMol25: 2 unconnected molecules or ions with the total composition C3H10S2 (ωB97M-V with the def2-TZVPD basis set).

The geometry in XYZ format:
```
15
Properties=species:S:1:pos:R:3:nbo_charge:R:1
C 1.88770 -3.87086 -1.16056 -0.733
S 0.81911 -2.43911 -1.43892 -0.050
H 1.38593 -4.78998 -1.44703 0.224
H 2.86243 -3.81151 -1.62507 0.216
H 1.95499 -3.87979 -0.07178 0.222
H 0.09136 -3.00311 -2.43052 0.122
C -2.04698 2.19038 1.08761 -0.609
C -0.70157 2.61025 0.49192 -0.517
S 0.48832 3.11479 1.75742 -0.047
H -2.48265 2.99996 1.66522 0.209
H -1.88943 1.31057 1.70853 0.212
H -2.72995 1.98074 0.27375 0.209
H -0.20855 1.83640 -0.09511 0.221
H -0.91891 3.40936 -0.22205 0.207
H 1.48820 2.34191 1.50659 0.115
```

Properties
HOMO: -8.9 eV
net charge: 0
frontier orbital gap: 9.743 eV
ΔE to the lowest compared entry with this formula, charge and spin: 0.576 eV
structure (SMILES): CCS.CS



Entry 2:
Entry from OMol25: a molecular structure, C34H28BrO6PS4Ti (ωB97M-V with the def2-TZVPD basis set).

The geometry in XYZ format:
```
75
Properties=species:S:1:pos:R:3:mulliken_charge:R:1
Ti 0.01091 -0.06645 1.28457 0.203
S 1.90155 -1.85984 0.59808 -0.345
S 2.29887 -2.64089 2.50096 -0.132
S 0.47753 -3.05766 3.33123 -0.174
S -0.50222 -1.22943 3.55414 -0.372
C 0.24675 5.33870 4.50827 -0.632
O -0.34575 5.78471 3.30323 -0.534
C -0.31547 4.83908 2.26542 0.289
C 0.05987 5.22380 0.99871 -0.664
C 0.11019 4.29512 -0.04590 -1.307
C -0.14983 2.90588 0.16755 0.947
C 0.13468 1.92244 -0.77390 0.357
C 0.62393 2.23640 -2.14075 -0.954
O 0.08579 0.57940 -0.43883 1.010
C -0.70801 2.60236 1.46495 0.241
O -1.18664 1.33340 1.67819 -0.729
C -0.72968 3.51347 2.48366 -0.238
H 0.64205 6.21398 5.03330 0.273
H 1.05843 4.63143 4.32247 0.199
H -0.48243 4.84804 5.16461 0.255
H 0.33443 6.25828 0.82313 0.376
H 0.43358 4.62605 -1.02511 0.251
H -0.08175 2.84706 -2.72975 0.311
H 0.79852 1.31043 -2.69277 -0.198
H 1.57009 2.79864 -2.15575 0.104
H -1.10116 3.18770 3.44733 0.304
O -1.21532 -1.56323 0.56535 -0.692
P -1.43798 -2.27903 -0.72638 1.795
C -0.87646 -3.98427 -0.71167 0.235
C -0.51470 -4.70047 -1.84803 -0.181
C -0.15652 -6.03687 -1.73659 -0.770
C -0.15534 -6.65145 -0.49248 -0.395
C -0.51786 -5.93842 0.64131 -0.744
C -0.88771 -4.60712 0.53445 -0.609
C -3.24662 -2.37093 -0.90475 -0.160
C -3.89352 -3.42817 -1.53456 -0.336
C -5.27781 -3.42218 -1.65221 -0.708
C -6.00719 -2.35723 -1.13988 -0.464
C -5.36448 -1.30319 -0.50381 -0.683
C -3.98176 -1.30846 -0.37970 -0.320
C -0.84118 -1.54524 -2.25953 0.210
C 0.50989 -1.67233 -2.58781 0.093
C 0.97987 -1.16334 -3.78636 -1.039
C 0.11040 -0.51615 -4.65586 -0.439
C -1.22653 -0.37081 -4.32386 -0.699
C -1.70583 -0.89052 -3.12734 -0.578
H -0.50220 -4.22178 -2.81763 0.431
H 0.13795 -6.59129 -2.61867 0.400
H 0.14644 -7.68874 -0.40303 0.372
H -0.48791 -6.40271 1.61806 0.405
H -1.11367 -4.03140 1.42327 0.441
H -3.32180 -4.26134 -1.92482 0.395
H -5.78336 -4.24928 -2.13447 0.401
H -7.08748 -2.35233 -1.22695 0.350
H -5.93355 -0.47941 -0.09315 0.430
H -3.46931 -0.50500 0.13739 0.451
H 1.19177 -2.14331 -1.88721 0.334
H 2.03263 -1.25002 -4.02195 0.406
H 0.48595 -0.10313 -5.58457 0.321
H -1.90371 0.15768 -4.98300 0.369
H -2.75132 -0.76415 -2.87766 0.392
Br 4.58170 3.30130 -1.70347 -0.255
C 4.59692 2.82739 0.14175 -0.255
C 5.77784 3.00173 0.84740 -0.377
C 5.81519 2.66838 2.19255 -0.502
C 4.67575 2.17757 2.81364 -0.698
C 3.50729 1.99721 2.08634 0.288
C 3.45291 2.31783 0.73265 0.421
C 2.28234 1.45709 2.81520 0.005
O 2.14812 1.65933 4.00555 -0.681
O 1.45390 0.86563 2.02422 0.306
H 6.65425 3.39278 0.34639 0.355
H 6.73345 2.79500 2.75342 0.352
H 4.66828 1.92898 3.86622 0.419
H 2.53402 2.16332 0.17523 0.367
```

Properties
HOMO (spin up / spin down): 0.9 / 0.9 eV
net charge: -2
frontier orbital gap (spin up / spin down): 2.988 / 2.988 eV
ΔE to the lowest compared entry with this formula, charge and spin: 0.894 eV



Entry 3:
Entry from OMol25: 3 unconnected molecules or ions with the total composition C27H35F5OPS (ωB97M-V with the def2-TZVPD basis set).

The geometry in XYZ format:
```
70
Properties=species:S:1:pos:R:3:nbo_charge:R:1
C 3.13829 -3.37456 -1.27746 -0.635
C 1.69251 -2.87268 -0.69086 -0.416
C 0.41637 -3.15582 -1.73366 -0.430
C -0.88264 -2.39068 -1.00891 -0.069
O -2.18416 -2.90645 -1.45213 -0.838
P -2.73537 -2.18150 -2.93182 0.997
C -4.17880 -3.43381 -3.00856 -0.839
S -4.68953 -4.11660 -1.30927 0.141
C -6.54525 -3.89278 -1.03743 -0.544
C -6.93767 -3.17397 0.38318 -0.638
C -3.77959 -0.84222 -2.02972 0.412
F -5.20762 -0.80992 -2.42187 -0.400
F -3.73991 -1.07993 -0.55812 -0.400
C -3.04338 0.63730 -2.28686 -0.056
C -2.66869 1.19075 -3.82007 -0.180
C -1.89761 2.63896 -4.03196 -0.254
C -1.53996 3.53905 -2.67880 -0.215
C -1.90962 3.01487 -1.16085 -0.167
C -1.55418 3.86751 0.23345 0.979
F -2.85614 4.22679 0.90917 -0.350
F -0.68105 5.03830 -0.01223 -0.340
F -0.91659 2.86035 1.16130 -0.356
C -2.68734 1.56002 -0.95758 -0.179
H 3.08092 -4.27800 -2.01925 0.211
H 3.74640 -2.46128 -1.71737 0.205
H 3.76521 -3.75251 -0.33476 0.197
H 1.50429 -3.44014 0.32413 0.200
H 1.73517 -1.69879 -0.49372 0.200
H 0.63742 -2.75958 -2.81209 0.212
H 0.28329 -4.32411 -1.76133 0.206
H -0.78566 -2.68994 0.14310 0.174
H -0.77621 -1.21980 -1.03147 0.184
H -1.93432 -3.13883 -3.70586 -0.190
H -1.62207 -1.27514 -3.03614 -0.136
H -3.20528 -1.64293 -4.20901 -0.178
H -5.11560 -3.05608 -3.64412 0.227
H -3.78485 -4.38834 -3.60789 0.222
H -7.01638 -4.97586 -1.14311 0.197
H -6.96812 -3.18012 -1.89579 0.221
H -7.06055 -2.00719 0.16551 0.216
H -6.14963 -3.29669 1.23954 0.224
H -8.01903 -3.53996 0.70952 0.192
H -2.92336 0.53602 -4.78464 0.265
H -1.58388 3.07776 -5.07655 0.236
H -1.01116 4.58885 -2.81940 0.233
H -2.95192 1.24803 0.15860 0.272
C 3.98293 5.54460 2.46820 -0.224
C 4.04890 4.15608 2.35676 -0.244
C 2.94590 3.43970 1.89307 -0.154
C 1.77911 4.11357 1.53110 -0.238
C 1.71449 5.50247 1.63901 -0.205
C 2.81436 6.21799 2.11152 -0.222
H 4.84159 6.10226 2.83285 0.206
H 4.96048 3.63170 2.63232 0.211
H 2.99533 2.35720 1.81271 0.198
H 0.92111 3.55591 1.16509 0.237
H 0.80568 6.02760 1.35534 0.219
H 2.76175 7.29951 2.20067 0.206
C 6.58404 -1.35165 4.15733 -0.216
C 6.17970 -0.85150 2.91994 -0.216
C 5.17362 0.11177 2.85122 -0.202
C 4.57820 0.58254 4.02184 -0.217
C 4.98522 0.08508 5.25948 -0.213
C 5.98484 -0.88501 5.32756 -0.216
H 7.36577 -2.10486 4.21026 0.210
H 6.64851 -1.21338 2.00827 0.214
H 4.85412 0.49638 1.88648 0.215
H 3.79756 1.33680 3.96881 0.221
H 4.52223 0.45325 6.17176 0.212
H 6.29782 -1.27634 6.29155 0.209
```

Properties
HOMO: -4.3 eV
net charge: -1
frontier orbital gap: 6.300 eV



Entry 4:
Entry from OMol25: a gas-phase ion, C5H12N2 (charge +1) (ωB97M-V with the def2-TZVPD basis set).

The geometry in XYZ format:
```
19
Properties=species:S:1:pos:R:3:nbo_charge:R:1
C 0.90083 1.14944 0.82716 -0.210
C -0.54822 0.54591 0.78870 -0.530
C -0.71833 -0.34615 -0.36838 0.323
C -1.74889 -0.10921 -1.31801 -0.177
C 0.72744 -2.12622 0.58286 -0.445
N 0.04766 -1.42068 -0.53971 -0.417
N 1.08877 2.20145 -0.17124 -0.816
H 1.70579 0.44668 0.61363 0.200
H 1.14918 1.47249 1.83457 0.230
H -1.18124 1.42281 0.87873 0.264
H -0.68417 0.01213 1.73714 0.269
H -2.04879 0.93022 -1.32631 0.221
H -2.31309 -0.90875 -1.77326 0.229
H 1.24519 -1.47710 1.28272 0.238
H 0.04471 -2.63644 1.26326 0.238
H 1.43612 -2.76042 0.06000 0.244
H -0.28413 -2.08193 -1.23313 0.420
H 0.69344 3.10295 0.08819 0.372
H 0.67968 1.98462 -1.06634 0.349
```

Properties
spin multiplicity: 2
HOMO (spin up / spin down): -13.2 / -13.1 eV
<S²>: 0.76
net charge: +1
frontier orbital gap (spin up / spin down): 9.231 / 6.250 eV
ΔE to the lowest compared entry with this formula, charge and spin: 1.565 eV



Entry 5:
Entry from OMol25: a molecular structure, C34H32CaClN4OP2S (ωB97M-V with the def2-TZVPD basis set).

The geometry in XYZ format:
```
76
Properties=species:S:1:pos:R:3:mulliken_charge:R:1
Ca 0.64471 -0.39740 -0.07085 0.689
N 4.56776 1.93644 0.49757 -0.505
C 3.38387 1.22080 0.47095 0.597
S 2.98788 0.54062 -1.06156 -0.573
N 2.76430 1.18310 1.61958 -1.276
N 1.50447 0.64691 1.65405 0.955
C 1.01012 0.45756 2.82301 -0.651
C -0.32386 -0.03221 3.11407 1.074
C -0.63905 -0.22594 4.46528 -0.683
C -1.87856 -0.66421 4.87895 -0.684
C -2.84741 -0.95100 3.92020 -0.572
C -2.56175 -0.79615 2.58095 -0.443
C -1.31866 -0.30557 2.12672 0.113
O -1.13693 -0.07057 0.85636 -0.218
H 5.22773 1.67491 -0.21398 0.231
H 4.94326 2.09764 1.41975 0.254
H 1.63147 0.69446 3.69137 0.185
H 0.11943 0.00014 5.20748 0.342
H -2.09057 -0.78403 5.93379 0.382
H -3.82922 -1.28874 4.23105 0.383
H -3.30595 -1.02914 1.83144 0.385
C -1.93468 0.72266 -2.32294 -1.294
N -2.02144 1.89852 -1.42737 0.546
P -0.39042 2.41782 -1.04017 -0.002
C -0.70461 4.17830 -0.58231 0.959
C 0.38062 4.86751 -0.04669 -0.850
C 0.28543 6.22148 0.23129 -0.467
C -0.89389 6.90161 -0.03172 -0.703
C -1.97703 6.21820 -0.56792 -0.626
C -1.88552 4.86232 -0.83982 -0.395
C 0.10231 2.94352 -2.75079 0.999
C 1.46110 2.99474 -3.04494 -0.517
C 1.89405 3.48965 -4.26869 -0.614
C 0.97663 3.94394 -5.20208 -0.618
C -0.38099 3.90329 -4.90868 -0.755
C -0.81427 3.41364 -3.68888 0.067
P -3.26719 1.44112 -0.23485 -0.466
C -4.68225 2.23494 -1.15393 0.427
C -4.63348 2.94089 -2.34988 0.122
C -5.79894 3.36019 -2.98007 -0.776
C -7.03753 3.05918 -2.43504 -0.531
C -7.10749 2.33230 -1.25290 -0.611
C -5.94118 1.91755 -0.63305 -0.379
C -3.11598 2.66605 1.14154 1.143
C -1.98734 2.63519 1.96240 0.999
C -1.84230 3.52228 3.01514 -0.639
C -2.83118 4.45411 3.28147 -0.827
C -3.98623 4.45649 2.51630 -0.682
C -4.13328 3.56416 1.46606 -0.658
H -1.17721 0.88680 -3.09020 0.580
H -2.90253 0.57249 -2.80550 0.412
H -1.69027 -0.19879 -1.77712 0.148
H 1.30009 4.32560 0.15398 0.412
H 1.13537 6.74576 0.65059 0.439
H -0.97271 7.96222 0.17292 0.344
H -2.89696 6.74912 -0.78137 0.459
H -2.74219 4.33377 -1.23692 0.097
H 2.17934 2.62148 -2.32490 0.182
H 2.95278 3.51701 -4.49476 0.442
H 1.30882 4.33339 -6.15660 0.352
H -1.10203 4.25983 -5.63434 0.439
H -1.87150 3.38601 -3.45633 0.167
H -3.67600 3.17649 -2.79849 -0.086
H -5.74048 3.92506 -3.90289 0.425
H -7.94392 3.38654 -2.92886 0.364
H -8.07076 2.08118 -0.82544 0.399
H -5.98673 1.33888 0.28529 0.455
H -1.21044 1.91046 1.77293 -0.663
H -0.94193 3.49554 3.61669 0.500
H -2.69862 5.18174 4.07253 0.370
H -4.77173 5.17358 2.72327 0.409
H -5.04461 3.58551 0.88618 0.305
Cl 2.41779 -3.36836 -0.09119 -0.326
C 0.79570 -2.69730 0.42802 -1.037
H 0.82422 -2.80892 1.52135 0.205
H 0.09020 -3.46096 0.08145 0.368
```

Properties
HOMO: -4.2 eV
net charge: -1
frontier orbital gap: 6.618 eV
ΔE to the lowest compared entry with this formula, charge and spin: 1.358 eV



Number 1: strongest force on any atom 2.0 eV/Å. Number 2: strongest force on any atom 0.9 eV/Å. Number 3: strongest force on any atom 5.1 eV/Å. Number 4: strongest force on any atom 2.4 eV/Å. Number 5: strongest force on any atom 2.8 eV/Å.